# C66H154N16O12P2

A 12-piece molecular cluster, C66H154N16O12P2 overall at a distorted geometry (wB97M-V/def2-TZVPD, the Open Molecules 2025 dataset).

Cartesian coordinates (Å):
C  1.9359  -5.9171  0.9909
O  2.7379  -6.6717  0.4996
N  2.1425  -4.8731  1.8742
C  1.0022  -3.9685  2.1308
C  3.4715  -4.5361  2.3349
H  0.9085  -5.9058  0.5954
H  0.1075  -4.5861  2.2098
H  0.8760  -3.3201  1.2638
H  1.0435  -3.2647  2.9621
H  3.6245  -3.4740  2.1437
H  3.5944  -4.6079  3.4156
H  4.2267  -5.1553  1.8509
C  -2.7402  -6.4380  1.8686
O  -2.3170  -7.3530  2.5318
N  -2.5939  -6.3268  0.5194
C  -2.9459  -5.0516  -0.1527
C  -1.9639  -7.3624  -0.3156
H  -3.3198  -5.5863  2.2569
H  -3.2381  -5.2122  -1.1904
H  -2.1667  -4.2919  -0.2131
H  -3.7796  -4.6605  0.4305
H  -2.1133  -8.3633  0.0893
H  -2.4117  -7.2934  -1.3070
H  -0.9028  -7.1412  -0.4309
C  -2.2251  -3.9741  -4.6631
O  -2.1101  -5.1961  -4.8041
N  -2.3992  -3.0850  -5.6645
C  -2.5508  -1.6594  -5.3983
C  -2.6655  -3.4258  -7.1416
H  -2.0213  -3.4591  -3.7116
H  -3.6290  -1.5035  -5.4352
H  -1.9877  -1.0204  -6.0786
H  -2.1201  -1.3595  -4.4430
H  -3.7338  -3.3055  -7.3214
H  -2.2465  -2.7178  -7.8566
H  -2.2831  -4.3815  -7.5001
C  -4.6067  0.2123  -1.5977
O  -4.1457  -0.6336  -2.3791
N  -5.4232  -0.0359  -0.4967
C  -6.0248  1.0321  0.2850
C  -5.6900  -1.4055  -0.0208
H  -4.5205  1.2918  -1.7960
H  -6.0416  0.8807  1.3643
H  -7.0941  1.0752  0.0783
H  -5.5410  1.9963  0.1291
H  -5.3368  -2.1707  -0.7120
H  -5.0565  -1.7441  0.7991
H  -6.7380  -1.6602  0.1367
C  6.1943  -2.8272  1.0569
O  6.0660  -1.8523  1.8325
N  5.4063  -3.0851  0.0426
C  5.6660  -4.1876  -0.9212
C  4.2309  -2.2694  -0.2754
H  6.9747  -3.6005  1.1288
H  4.8444  -4.9035  -0.8973
H  6.6472  -4.6231  -0.7323
H  5.6997  -3.8044  -1.9411
H  4.2591  -1.9142  -1.3055
H  3.4009  -2.9692  -0.1784
H  4.0626  -1.3894  0.3454
C  -0.7101  -1.5885  -1.1374
O  -0.2343  -2.7451  -1.0547
N  -0.2450  -0.4885  -0.4894
C  -0.8840  0.8327  -0.5969
C  0.9881  -0.4031  0.3225
H  -1.6410  -1.3102  -1.6553
H  -0.2187  1.6336  -0.9196
H  -1.3420  1.2004  0.3214
H  -1.6062  0.8439  -1.4133
H  1.8146  0.0425  -0.2309
H  0.7574  0.1457  1.2356
H  1.3081  -1.3810  0.6821
O  -2.0725  3.4944  -1.8686
P  -2.0485  4.1231  -3.1998
N  -3.3151  5.1707  -3.6483
C  -3.2733  6.3578  -4.6135
C  -4.6527  4.7834  -3.2021
N  -2.1469  2.8672  -4.4282
C  -2.9464  2.9566  -5.6085
C  -1.0269  1.8869  -4.5719
N  -0.6209  4.9821  -3.6040
C  -0.1369  5.0481  -4.9780
C  0.3715  5.3286  -2.5878
H  -3.9723  6.0411  -5.3875
H  -2.3092  6.5522  -5.0833
H  -3.5865  7.2260  -4.0336
H  -4.5158  3.9407  -2.5244
H  -5.3140  4.4682  -4.0093
H  -5.0396  5.6654  -2.6918
H  -2.4054  3.4380  -6.4232
H  -3.1446  1.9497  -5.9762
H  -3.9031  3.4238  -5.3751
H  -0.5082  2.1105  -5.5042
H  -0.3229  2.0741  -3.7611
H  -1.2524  0.8399  -4.7746
H  -0.8892  4.8073  -5.7290
H  0.3328  6.0182  -5.1406
H  0.6055  4.2557  -5.0736
H  1.1185  5.9891  -3.0280
H  0.9539  4.4413  -2.3399
H  -0.0667  5.9468  -1.8043
O  -4.4071  -3.4936  2.3608
P  -4.3772  -2.6311  3.5314
N  -5.6491  -1.4083  3.4631
C  -5.7282  -0.3811  4.4479
C  -6.9005  -1.8100  2.8573
N  -2.9346  -1.6677  3.6835
C  -2.4768  -0.5575  2.7373
C  -1.7633  -2.3686  4.2048
N  -4.3773  -3.4597  5.0464
C  -4.4655  -2.7611  6.3457
C  -4.3026  -4.9263  5.1736
H  -4.7745  0.1454  4.4837
H  -5.8797  -0.7611  5.4582
H  -6.5589  0.2717  4.1797
H  -6.8121  -2.5913  2.1024
H  -7.4474  -0.9978  2.3783
H  -7.4880  -2.3517  3.5986
H  -2.2583  -0.9439  1.7417
H  -3.1545  0.2931  2.6646
H  -1.7034  -0.0212  3.2871
H  -1.0964  -1.5942  4.5836
H  -1.9632  -2.9458  5.1076
H  -1.3564  -3.0865  3.4926
H  -3.9795  -3.2695  7.1784
H  -3.9681  -1.7926  6.2926
H  -5.5276  -2.6396  6.5587
H  -4.3812  -5.4784  4.2370
H  -5.0994  -5.2940  5.8201
H  -3.3236  -5.2053  5.5632
C  3.5337  -2.3426  -5.6272
C  1.9784  -2.5179  -5.5533
C  1.2716  -3.2494  -6.7909
C  1.4495  -4.7660  -6.9237
C  1.1097  -5.3354  -5.5700
C  1.6969  -4.6539  -4.2686
N  1.6116  -3.1914  -4.2991
O  1.9491  -2.5834  -3.1132
C  0.8352  -5.2259  -3.0557
C  3.1232  -5.0657  -4.0018
C  1.4918  -1.0380  -5.6212
H  3.8862  -1.8559  -4.7178
H  3.8406  -1.7314  -6.4758
H  3.9865  -3.3177  -5.8070
H  0.2336  -2.9242  -6.7205
H  1.5410  -2.6919  -7.6880
H  2.4742  -5.0396  -7.1750
H  0.9414  -5.1798  -7.7947
H  1.2458  -6.4164  -5.5363
H  0.0254  -5.2742  -5.6623
H  1.4041  -5.0418  -2.1444
H  -0.1795  -4.8279  -3.0386
H  0.8322  -6.3127  -3.1387
H  3.6457  -4.3245  -3.3971
H  3.3004  -6.1215  -3.7967
H  3.7806  -5.0047  -4.8691
H  0.4042  -1.0283  -5.5497
H  1.5952  -0.5483  -6.5895
H  1.9697  -0.3950  -4.8821
H  1.2267  -2.8213  -2.5274
C  4.0257  2.0591  5.7395
C  2.6289  1.4596  5.3974
C  2.4071  1.5709  3.8681
C  3.0635  0.4503  3.1170
C  2.6273  -0.9154  3.7163
C  2.9402  -1.1130  5.2032
N  2.4175  0.0670  5.9396
O  2.6248  -0.0421  7.3147
C  2.0738  -2.3717  5.5486
C  4.4359  -1.3530  5.4395
C  1.4883  2.3464  6.0562
H  4.2190  3.0250  5.2730
H  4.9188  1.4724  5.5244
H  4.0451  2.3537  6.7888
H  1.3864  1.6968  3.5070
H  2.9391  2.4731  3.5665
H  4.1230  0.5534  3.3514
H  2.8400  0.4506  2.0502
H  3.1773  -1.6045  3.0754
H  1.5855  -1.0995  3.4538
H  2.3065  -3.1685  4.8421
H  2.2509  -2.6331  6.5918
H  1.0079  -2.1460  5.5143
H  5.1100  -0.5436  5.1592
H  4.5956  -1.3904  6.5170
H  4.7859  -2.2776  4.9803
H  1.5720  2.5957  7.1140
H  0.5942  1.7239  6.0894
H  1.1794  3.2191  5.4808
H  1.7674  -0.1581  7.7306
C  -0.7388  5.2578  1.5619
C  -1.8743  4.7653  2.5269
C  -1.8678  5.9411  3.5891
C  -2.7015  7.1172  3.0685
C  -4.0686  6.7158  2.5736
C  -4.0241  5.6431  1.3940
N  -3.1389  4.5131  1.8635
O  -3.1205  3.4038  1.0041
C  -5.3918  5.0154  1.3253
C  -3.6718  6.2553  0.0307
C  -1.4074  3.4709  3.2445
H  0.2647  5.1332  1.9688
H  -0.8776  6.2922  1.2475
H  -0.7914  4.6185  0.6806
H  -2.3617  5.6290  4.5093
H  -0.8921  6.3115  3.9037
H  -2.2654  7.7088  2.2635
H  -2.9785  7.8483  3.8281
H  -4.6789  7.5596  2.2519
H  -4.5281  6.3532  3.4931
H  -5.3783  4.2186  0.5817
H  -5.7838  4.6225  2.2634
H  -6.0862  5.7973  1.0179
H  -2.6209  6.5438  0.0525
H  -3.7336  5.6120  -0.8471
H  -4.1404  7.2315  -0.0939
H  -2.1264  2.9624  3.8869
H  -0.4877  3.6380  3.8051
H  -1.2164  2.6445  2.5598
H  -2.6639  3.6749  0.2044
C  6.7999  2.1799  1.4562
C  6.7657  2.6212  -0.0254
C  6.3158  1.4410  -0.9598
C  4.7963  1.1766  -1.1102
C  3.9897  2.4494  -1.4248
C  4.3606  3.5582  -0.4286
N  5.8694  3.7628  -0.3553
O  6.2550  5.0321  0.2113
C  3.5609  4.7093  -1.0227
C  3.7818  3.3581  0.9816
C  8.1839  3.0310  -0.5811
H  6.1103  1.4344  1.8522
H  6.7610  3.0522  2.1085
H  7.8390  1.8939  1.6193
H  6.5990  1.6028  -1.9999
H  6.7915  0.5145  -0.6382
H  4.5383  0.6866  -0.1713
H  4.5786  0.4711  -1.9121
H  2.9437  2.1443  -1.3959
H  4.2817  2.6403  -2.4575
H  2.4818  4.5626  -1.0683
H  3.7299  5.5196  -0.3135
H  3.8912  4.8817  -2.0471
H  3.8003  4.1637  1.7156
H  2.7900  2.9351  0.8214
H  4.3103  2.6469  1.6164
H  8.1716  2.9257  -1.6659
H  9.0323  2.4024  -0.3104
H  8.4953  4.0366  -0.2987
H  6.0015  5.5889  -0.5285

Forces on the atoms, in the same order (eV/Å):
-0.65 1.59 -0.25
0.91 -0.22 0.45
-0.20 -0.88 0.07
0.00 -0.25 -1.06
-0.14 0.59 0.22
-0.31 -0.09 0.41
-0.07 0.15 0.16
-0.20 -0.02 -0.22
0.62 -0.70 0.40
0.38 0.01 -0.33
-0.19 -0.42 0.17
-0.19 0.09 -0.10
-0.10 0.50 -1.36
0.17 -0.63 0.65
0.17 0.35 -0.90
-0.46 -0.50 0.59
-0.12 0.69 0.33
0.09 0.01 0.21
-0.24 -0.36 0.11
0.42 -0.21 0.36
0.00 0.35 -0.33
0.06 0.22 0.16
-0.04 -0.12 0.02
0.17 -0.26 0.02
1.12 -1.35 -0.88
-0.66 1.41 0.24
0.48 0.25 -2.50
-0.15 -0.42 0.38
-0.11 0.26 1.23
-0.32 -0.08 0.16
0.09 0.94 0.11
-0.26 -0.32 -0.62
-0.46 -0.44 0.38
-0.18 -0.53 0.12
0.57 0.52 0.67
-0.26 -0.22 0.80
-1.20 -1.23 -0.06
-0.37 1.11 1.53
1.02 -0.80 -0.36
-0.42 0.14 0.04
1.02 -0.84 -0.91
0.25 0.02 0.17
0.77 -0.51 0.09
-0.14 0.34 -0.47
-0.04 -0.10 -0.28
-0.13 0.49 -0.92
-0.35 0.84 0.71
0.01 0.64 0.13
0.41 1.73 1.85
0.32 -1.70 -1.04
-0.82 -0.08 -2.16
-0.19 0.83 0.42
-0.15 -0.60 -0.14
0.26 0.25 0.40
0.17 -0.26 0.23
-0.26 -0.21 0.25
-0.02 0.30 0.01
0.11 -0.19 -0.12
-0.49 0.27 -0.14
0.47 -0.40 0.38
0.65 -0.66 1.20
-0.57 2.13 -0.44
0.81 0.87 0.42
-0.35 -0.11 -1.07
-0.64 -1.09 0.05
0.01 -0.47 -0.31
0.65 -0.26 0.12
-0.12 -0.39 0.19
-0.38 -0.28 0.24
-0.08 0.23 -0.03
0.03 0.38 -0.16
-0.08 -0.15 -0.36
-0.04 0.62 0.54
0.52 0.07 -3.99
1.56 -0.32 -0.02
-0.19 -1.98 1.27
0.84 0.45 0.02
0.90 -0.16 1.68
-0.24 -0.22 -0.02
-0.10 1.67 -0.38
-1.67 -0.18 0.66
0.27 -0.88 0.55
0.04 0.21 -0.97
-0.17 0.67 -0.18
0.03 -0.29 0.41
-0.19 0.12 -0.37
-0.35 0.14 0.22
-0.06 0.11 -0.20
-0.62 -0.30 0.18
-0.15 0.47 -0.32
-0.22 -0.16 0.09
0.13 0.14 -0.39
0.42 0.48 -0.21
-0.01 -0.57 0.07
-0.75 -0.09 0.98
-0.16 0.37 0.20
-0.14 0.00 -0.26
0.47 0.10 -0.40
-0.05 0.16 -0.34
-0.28 0.02 0.83
0.04 -0.74 0.50
-0.45 -1.08 -0.72
0.65 2.94 2.42
2.14 -2.13 -1.19
0.29 0.26 0.53
-0.31 -1.39 0.36
-1.10 0.42 -0.37
-1.32 -0.57 1.44
-0.42 0.04 0.71
0.02 0.16 -1.18
-0.22 0.23 -0.95
0.18 0.26 -0.41
-0.13 0.37 -0.08
-0.41 0.04 0.14
0.18 0.26 0.12
0.70 0.23 -0.09
0.05 0.24 0.37
-0.75 0.47 0.30
0.49 0.16 0.07
-0.95 -0.51 -0.26
0.85 -0.59 -0.46
0.58 -0.19 -0.56
-0.51 -0.10 -0.06
0.53 0.30 -0.18
0.01 -0.52 -0.31
-0.18 0.14 -0.15
0.05 0.20 0.51
-0.18 0.48 -0.21
0.04 0.03 0.16
0.01 -0.08 0.36
-0.49 -0.88 -0.96
1.00 1.14 -0.39
0.70 1.01 0.43
1.85 0.97 0.29
-1.27 -0.11 -0.13
-0.92 -1.07 0.30
-2.76 -0.90 -2.63
1.36 0.64 0.40
1.17 0.36 -0.93
1.71 -0.28 -1.34
-1.09 -0.50 0.16
0.05 -0.28 0.07
-0.18 0.21 -0.06
0.31 0.17 0.36
-0.44 -0.66 0.43
0.70 -0.13 -0.15
0.55 0.51 0.02
-0.77 -0.03 0.39
0.55 -0.03 0.25
-0.29 0.21 1.27
-0.32 0.31 0.25
0.17 -0.06 0.11
-0.26 -0.02 -0.19
-0.33 -0.50 0.95
-0.40 0.07 1.06
-0.40 0.18 -0.79
-0.24 0.09 0.78
0.78 -0.41 -0.28
-0.21 -0.14 0.18
-0.49 0.16 0.42
-0.11 0.56 0.62
-0.47 0.76 1.03
0.36 0.05 -0.30
-0.14 -1.06 1.45
0.76 1.15 -1.51
-0.76 0.01 -0.68
-1.05 0.10 -2.02
0.98 0.30 0.39
0.69 0.97 0.94
0.01 -0.01 0.75
-0.25 -1.04 -0.01
-0.41 0.05 -0.52
-0.35 -0.35 -0.01
0.09 -0.53 0.26
-0.40 -0.13 0.61
-0.29 0.34 0.11
0.34 -0.19 -0.72
0.39 0.24 0.00
0.19 -0.61 0.51
-0.35 0.16 0.43
0.07 -0.14 0.34
0.26 -0.53 -0.07
0.02 0.22 -0.38
-0.33 0.02 -0.61
-0.07 -0.43 0.15
-0.04 0.01 -0.01
0.81 0.26 -0.06
-0.15 -0.26 -0.42
0.55 0.16 -0.03
-0.28 0.01 -0.26
-0.49 -1.11 -0.51
2.51 0.68 0.77
-2.23 0.03 -0.36
-0.42 1.12 -0.56
0.37 -1.42 -0.78
-0.06 -0.89 1.77
-0.93 1.45 1.06
0.01 0.22 0.33
-0.83 0.22 -0.55
1.45 0.66 0.66
0.05 -0.44 -0.48
-0.08 0.05 0.25
0.01 -0.05 0.10
0.23 0.06 -0.38
-0.11 -0.31 0.12
0.29 -0.52 -0.49
0.73 -0.11 0.03
0.76 0.06 0.46
0.19 0.14 -0.15
-0.64 -0.76 -0.40
-0.23 0.04 -0.01
0.44 -0.04 0.12
-0.26 -0.05 -0.28
0.27 -0.07 0.04
-0.54 -0.09 0.24
-0.63 -0.26 -0.27
-0.43 0.78 0.37
-0.04 0.14 0.03
0.37 0.26 -0.57
0.37 0.01 -0.80
1.27 1.01 0.14
-0.31 0.02 -1.16
-0.93 0.08 -0.70
0.41 0.00 1.03
1.96 -2.31 1.21
-0.15 0.20 0.71
-1.10 -0.41 -1.94
-0.72 -1.10 0.23
1.12 1.16 0.55
0.00 -1.50 0.41
-0.10 -0.10 0.17
0.01 -0.12 -0.55
-0.45 0.28 -0.05
-0.12 -0.78 0.17
0.70 0.42 0.10
0.15 0.05 0.15
-0.78 0.14 0.13
0.38 -0.30 0.03
-0.23 0.58 0.10
-0.18 0.84 0.02
0.23 -0.54 0.35
-0.12 0.79 -0.60
0.15 0.54 0.05
-0.37 0.90 -0.85
-0.39 0.29 0.51
0.20 -0.66 -0.63
-0.24 0.50 -0.02
-0.34 -0.46 0.57
-0.35 0.07 -0.02
0.34 0.42 0.01

As for the charge: 0. As for the SMILES: CN(C)P(=O)(N(C)C)N(C)C.CN(C)P(=O)(N(C)C)N(C)C.CC1(C)CCCC(C)(C)N1O.CC1(C)CCCC(C)(C)N1O.CC1(C)CCCC(C)(C)N1O.CC1(C)CCCC(C)(C)N1O.CN(C)C=O.CN(C)C=O.CN(C)C=O.CN(C)C=O.CN(C)C=O.CN(C)C=O. The value obtained for the frontier orbital gap is 7.6 eV. As for the largest force on an atom: 4.023 eV/Å.